C46H60N3O4SSeTeV | ωB97M-V/def2-TZVPD

Last column: Löwdin charge in e.
CARTESIAN COORDINATES (ANGSTROEM)
V: -0.6936 0.8192 0.3642  0.847
C: -4.3724 -6.2590 1.7184  -0.066
C: -3.2059 -5.8459 0.8198  -0.558
C: -3.6031 -6.1227 -0.6386  -0.048
C: -1.9876 -6.7076 1.1842  -0.048
C: -2.8481 -4.3698 0.9766  -0.169
C: -1.8347 -3.8198 0.1935  -0.066
C: -1.5025 -2.4900 0.3197  -0.399
Se: -0.2406 -1.6760 -0.8755  1.149
C: -1.5497 -1.1677 -2.1861  -0.372
C: -1.9061 -2.0925 -3.1481  -0.065
C: -2.8739 -1.7880 -4.0972  -0.166
C: -3.4120 -0.5065 -4.0503  0.024
C: -3.0617 0.4642 -3.1118  -0.075
C: -2.1312 0.1095 -2.1113  -0.308
O: -1.8096 0.9420 -1.1313  -0.240
C: -3.7088 1.8492 -3.2401  -0.524
C: -5.2322 1.7157 -3.0712  -0.044
C: -3.4044 2.4110 -4.6443  -0.046
C: -3.2259 2.9019 -2.2348  -0.057
C: -3.3005 -2.8439 -5.1156  -0.558
C: -3.8953 -4.0502 -4.3721  -0.047
C: -2.0827 -3.3022 -5.9296  -0.048
C: -4.3550 -2.3152 -6.0891  -0.068
C: -2.1473 -1.6316 1.2412  -0.340
O: -1.6855 -0.3892 1.3713  -0.322
C: -3.1897 -2.1611 2.0215  -0.081
C: -3.4921 -3.5174 1.8589  0.023
C: -4.0151 -1.3563 3.0320  -0.530
C: -5.5076 -1.4806 2.6699  -0.045
C: -3.6907 0.1410 3.0843  -0.054
C: -3.7850 -1.9342 4.4386  -0.043
H: -4.5878 -7.3192 1.5712  0.085
H: -5.2795 -5.6978 1.4816  0.089
H: -4.1396 -6.1113 2.7760  0.086
H: -3.9050 -7.1667 -0.7574  0.085
H: -2.7736 -5.9369 -1.3243  0.071
H: -4.4369 -5.4852 -0.9403  0.091
H: -2.2271 -7.7695 1.0830  0.084
H: -1.6780 -6.5216 2.2155  0.089
H: -1.1391 -6.4921 0.5315  0.077
H: -1.3147 -4.4255 -0.5416  0.105
H: -1.4244 -3.0637 -3.1441  0.102
H: -4.1476 -0.2343 -4.7942  0.093
H: -5.6706 1.0562 -3.8224  0.076
H: -5.7077 2.6963 -3.1659  0.084
H: -5.4738 1.3131 -2.0847  0.090
H: -3.8376 1.8021 -5.4382  0.074
H: -2.3255 2.4605 -4.8094  0.090
H: -3.8141 3.4203 -4.7387  0.083
H: -3.4693 2.6345 -1.2084  0.085
H: -3.7176 3.8488 -2.4703  0.084
H: -2.1455 3.0533 -2.2978  0.078
H: -3.1680 -4.4954 -3.6893  0.069
H: -4.2082 -4.8207 -5.0828  0.085
H: -4.7649 -3.7490 -3.7827  0.091
H: -1.3111 -3.7340 -5.2887  0.076
H: -1.6396 -2.4609 -6.4677  0.092
H: -2.3776 -4.0624 -6.6585  0.084
H: -5.2637 -2.0039 -5.5677  0.087
H: -4.6295 -3.1037 -6.7937  0.085
H: -3.9791 -1.4670 -6.6668  0.087
H: -4.2862 -3.9213 2.4714  0.094
H: -5.6881 -1.1108 1.6582  0.092
H: -6.1063 -0.8847 3.3637  0.084
H: -5.8653 -2.5094 2.7234  0.073
H: -3.8295 0.6162 2.1138  0.088
H: -2.6698 0.3309 3.4117  0.083
H: -4.3733 0.6138 3.7944  0.086
H: -4.0651 -2.9880 4.4973  0.076
H: -4.3829 -1.3853 5.1711  0.086
H: -2.7334 -1.8453 4.7243  0.087
C: 3.5289 -2.2607 2.5087  -0.062
N: 2.9267 -0.9530 2.3598  -0.044
C: 1.6280 -0.7098 2.4632  -0.848
N: 0.8288 -1.7445 2.7070  0.155
S: 1.0311 0.8803 2.3767  0.724
H: 4.6080 -2.1564 2.4646  0.082
H: 3.2287 -2.9279 1.6952  0.093
H: 3.2573 -2.7080 3.4675  0.094
H: 3.5031 -0.1516 2.1740  0.093
H: 1.1248 -2.6955 2.5605  0.107
H: -0.1585 -1.5565 2.7096  0.080
Te: 3.6805 -0.3478 -1.3393  1.374
C: 5.5986 -1.0485 -0.7307  -0.537
C: 6.2845 -1.9681 -1.5166  -0.151
C: 7.5363 -2.4308 -1.1305  -0.090
C: 8.1247 -1.9617 0.0351  -0.093
C: 7.4527 -1.0320 0.8185  -0.092
C: 6.1941 -0.5870 0.4404  -0.162
C: 4.2889 1.6801 -1.3225  -0.533
C: 4.1093 2.4617 -0.1846  -0.152
C: 4.5409 3.7821 -0.1692  -0.093
C: 5.1461 4.3300 -1.2934  -0.090
C: 5.3119 3.5572 -2.4356  -0.087
C: 4.8793 2.2375 -2.4520  -0.131
H: 5.8406 -2.3235 -2.4396  0.088
H: 8.0578 -3.1486 -1.7514  0.103
H: 9.1061 -2.3124 0.3293  0.101
H: 7.9094 -0.6525 1.7246  0.103
H: 5.6814 0.1494 1.0517  0.085
H: 3.6125 2.0463 0.6870  0.074
H: 4.4031 4.3816 0.7239  0.107
H: 5.4850 5.3596 -1.2813  0.103
H: 5.7766 3.9820 -3.3175  0.104
H: 5.0016 1.6376 -3.3458  0.099
O: -0.4077 2.9889 0.9183  -0.062
C: 0.3217 3.0606 -0.0988  -0.512
C: 0.8153 4.2703 -0.8508  -0.052
C: 1.2206 3.6531 -2.1975  -0.052
C: 1.1477 2.1408 -1.9572  -0.489
O: 1.4284 1.2749 -2.7632  0.001
N: 0.7189 1.9110 -0.6638  0.025
H: 1.6790 4.6620 -0.3134  0.116
H: 0.0623 5.0535 -0.8920  0.124
H: 2.2277 3.9111 -2.5236  0.111
H: 0.5313 3.9073 -3.0041  0.123

Atoms 1-2, force components in eV/Å:
V 0.785 -0.734 -0.379
C 0.003 0.035 0.027

Its multiplicity is 3. For the HOMO energy (spin up / spin down), the calculation gives -7.5 / -7.5 eV. The value obtained for the gap between HOMO and LUMO (spin up / spin down) is 7.671 / 7.727 eV. The calculation puts the energy above the lowest of the compared OMol25 structures with the same formula, charge and spin at 0.0 kcal per mole.